Entry i
{
  "formula": "C3H6N4O",
  "method": "ωB97M-V with the def2-TZVPD basis set",
  "orbital_gap_ha": 0.32958,
  "mol_weight_g_mol": 114.1,
  "charge": 0,
  "multiplicity": 1,
  "elements": ["N", "N", "C", "C", "C", "N", "N", "O", "H", "H", "H", "H", "H", "H"],
  "coordinates": [[1.71993, 0.13094, 0.29192], [0.07943, -1.42468, -1.21856], [1.12816, -1.05114, 0.68305], [0.23797, 0.20965, 0.31459], [-0.35974, -0.22713, -0.94119], [-1.41796, 0.42963, -1.46672], [-0.43400, 1.10295, 1.21727], [1.20989, -1.75144, 1.66227], [2.17062, 0.56245, 1.09211], [-0.03517, -1.68762, -2.19737], [-2.06076, -0.08775, -2.04710], [-0.50741, 0.68444, 2.14261], [-1.81084, 1.13682, -0.85486], [0.07989, 1.97290, 1.32199]]
}

Entry ii
{
  "formula": "C3H6N4O",
  "method": "ωB97M-V with the def2-TZVPD basis set",
  "orbital_gap_ha": 0.34406,
  "mol_weight_g_mol": 114.1,
  "charge": 0,
  "multiplicity": 1,
  "elements": ["C", "C", "C", "H", "H", "H", "H", "H", "H", "N", "N", "N", "N", "O"],
  "coordinates": [[1.52684, 1.34363, -0.84061], [-0.64047, -0.61892, -0.02104], [-1.14282, -1.88163, 0.19617], [1.59807, 1.57893, 0.13907], [1.88626, 0.36218, -1.39356], [2.17191, 2.03886, -1.51826], [-0.28184, 1.87300, -1.70537], [-1.60481, -2.56275, -0.60028], [-1.14467, -0.53742, 2.75164], [-0.13131, 1.58620, -0.75507], [-0.43064, 0.04076, -1.13021], [-1.14222, -2.10883, 1.39123], [-0.48155, -1.01424, 2.19049], [-0.18276, -0.09980, 1.29580]]
}

Winner for stability: entry i

Entry i
{
  "formula": "C3H6N4O",
  "method": "ωB97M-V with the def2-TZVPD basis set",
  "orbital_gap_ha": 0.25630,
  "mol_weight_g_mol": 114.1,
  "charge": 0,
  "multiplicity": 1,
  "elements": ["C", "C", "C", "H", "H", "H", "H", "H", "H", "N", "N", "N", "N", "O"],
  "coordinates": [[1.28699, -0.09700, 0.43075], [-0.86951, -0.08932, -0.58151], [-1.99208, 0.35383, -1.63073], [2.65151, 0.23599, -0.93490], [3.39473, 0.64837, 0.92018], [1.64786, -0.71660, 2.29591], [-2.50437, -0.28937, 0.21392], [-1.09784, -0.18779, 1.51279], [-1.84410, 0.10367, -2.95711], [2.68312, 0.20232, 0.19745], [0.94859, -0.46231, 1.68822], [0.47621, -0.01479, -0.67638], [-1.54252, -0.57605, 0.40429], [-3.23858, 0.88905, -0.88289]]
}

Entry ii
{
  "formula": "C3H6N4O",
  "method": "ωB97M-V with the def2-TZVPD basis set",
  "orbital_gap_ha": 0.32389,
  "mol_weight_g_mol": 114.1,
  "charge": 0,
  "multiplicity": 1,
  "elements": ["C", "C", "C", "H", "H", "H", "H", "H", "H", "N", "N", "N", "N", "O"],
  "coordinates": [[-2.13085, 0.48648, 0.41358], [0.25711, 1.17459, -0.27834], [2.02184, -0.37468, -0.20744], [-1.66313, -1.29131, -0.66574], [-2.48937, 1.60846, 0.53359], [-3.66027, -0.26597, 0.50569], [-0.31946, 2.07824, -0.19386], [1.22365, -1.43131, -0.82670], [3.39138, -1.49490, 0.64226], [-0.82425, 0.20141, -0.20546], [-2.80799, -0.59648, 0.33824], [1.55604, 1.03262, -0.17941], [3.17495, -0.43870, 0.63697], [-0.63283, -1.03918, -0.46180]]
}

Winner for stability: entry i

Entry i
{
  "formula": "C3H6N4O",
  "method": "ωB97M-V with the def2-TZVPD basis set",
  "orbital_gap_ha": 0.34465,
  "mol_weight_g_mol": 114.1,
  "charge": 0,
  "multiplicity": 1,
  "elements": ["C", "C", "C", "N", "N", "N", "N", "O", "H", "H", "H", "H", "H", "H"],
  "coordinates": [[0.92762, 0.00886, -1.61945], [-0.49671, -1.28330, -0.55883], [-0.74734, 0.22849, 1.45318], [0.27011, -1.06212, -1.82889], [-1.28229, -2.24131, -0.38744], [-0.07397, -0.28652, 0.30035], [1.72722, 0.65822, -2.49164], [0.77295, 0.60934, -0.39943], [-0.09525, 0.96601, 1.91805], [-1.71179, 0.69736, 1.22310], [-0.90707, -0.60028, 2.14486], [-1.73174, -2.25461, 0.52159], [1.99974, 0.13769, -3.30847], [2.37784, 1.31420, -2.09593]]
}

Entry ii
{
  "formula": "C3H6N4O",
  "method": "ωB97M-V with the def2-TZVPD basis set",
  "orbital_gap_ha": 0.29689,
  "mol_weight_g_mol": 114.1,
  "charge": 0,
  "multiplicity": 1,
  "elements": ["C", "C", "C", "H", "H", "H", "H", "H", "H", "N", "N", "N", "N", "O"],
  "coordinates": [[0.09470, -0.96636, 0.01303], [0.50999, 1.14621, -0.88903], [-0.72311, -0.13935, 0.72177], [1.21626, -2.69370, 0.83911], [-0.52176, -2.93618, -0.17382], [0.94115, -0.45277, -2.14307], [-0.89396, 1.89352, 0.65782], [-1.70759, -1.34631, 1.96859], [-0.57465, -0.39271, 2.88356], [0.37143, -2.29573, -0.14760], [0.65385, -0.15750, -0.99352], [-0.56539, 1.07578, 0.12510], [-1.41808, -0.24808, 2.13751], [1.11980, 2.13298, -1.36966]]
}

Entry iii
{
  "formula": "C3H6N4O",
  "method": "ωB97M-V with the def2-TZVPD basis set",
  "orbital_gap_ha": 0.32852,
  "mol_weight_g_mol": 114.1,
  "charge": 0,
  "multiplicity": 1,
  "elements": ["C", "N", "C", "C", "N", "O", "N", "N", "H", "H", "H", "H", "H", "H"],
  "coordinates": [[-0.60090, 1.16745, -1.04511], [-1.07108, -0.75162, 0.49062], [1.03512, -0.38557, 0.32576], [-0.20693, 0.07195, -0.12849], [2.29125, 0.02265, -0.07703], [-2.43673, -0.64959, 0.44728], [-0.42720, -1.62367, 1.32257], [0.82833, -1.41000, 1.17312], [-2.75353, -1.36923, 1.01422], [2.41510, 1.02321, -0.12709], [3.03238, -0.43455, 0.43303], [-1.63601, 1.03503, -1.35351], [-0.50938, 2.13578, -0.54976], [0.03959, 1.16815, -1.92562]]
}

Winner for stability: entry i

Entry i
{
  "formula": "C4H10N4",
  "method": "ωB97M-V with the def2-TZVPD basis set",
  "orbital_gap_ha": 0.34571,
  "mol_weight_g_mol": 114.2,
  "charge": 0,
  "multiplicity": 1,
  "elements": ["C", "N", "N", "C", "N", "C", "C", "N", "H", "H", "H", "H", "H", "H", "H", "H", "H", "H"],
  "coordinates": [[1.11068, -0.62679, 1.69915], [0.01600, 0.16058, -0.96202], [0.20498, 0.47931, 1.39004], [0.23333, 1.00659, 0.12535], [0.59127, 0.63131, -2.17531], [-0.85918, -0.90049, -1.10049], [-1.91770, -1.26050, -0.36969], [0.56601, 2.25897, -0.00131], [-0.73448, 0.16779, 1.60615], [1.46315, 1.10728, -1.91386], [0.01198, 1.42277, -2.47046], [0.67435, 2.60364, 0.95896], [-0.63235, -1.48218, -1.99402], [0.57214, -1.40312, 2.25242], [1.93172, -0.26798, 2.32617], [1.54198, -1.08846, 0.80431], [-2.25767, -0.69044, 0.48511], [-2.51620, -2.11827, -0.66050]]
}

Entry ii
{
  "formula": "C4H10N4",
  "method": "ωB97M-V with the def2-TZVPD basis set",
  "orbital_gap_ha": 0.26916,
  "mol_weight_g_mol": 114.2,
  "charge": 0,
  "multiplicity": 1,
  "elements": ["C", "C", "C", "N", "N", "N", "C", "N", "H", "H", "H", "H", "H", "H", "H", "H", "H", "H"],
  "coordinates": [[-0.03004, 0.55017, -1.24082], [0.15093, -0.58087, 1.13522], [-1.44427, 0.86944, 0.21482], [0.24739, -1.88350, 0.74077], [1.30121, -0.01460, 1.57147], [1.00234, -0.40978, -1.61915], [-1.10515, 0.08175, 1.27799], [-2.12064, 1.88814, -0.05992], [1.28531, 0.97120, 1.77887], [2.10804, -0.60352, 1.71851], [0.91854, -1.96368, -0.03779], [-0.65245, -2.25916, 0.47042], [-2.47519, 1.95706, -1.01136], [1.90814, -0.12262, -1.26354], [1.09358, -0.51248, -2.62421], [0.36216, 1.56644, -1.17471], [-0.79881, 0.54309, -2.01405], [-1.75108, -0.07707, 2.13748]]
}

Entry iii
{
  "formula": "C4H10N4",
  "method": "ωB97M-V with the def2-TZVPD basis set",
  "orbital_gap_ha": 0.32924,
  "mol_weight_g_mol": 114.2,
  "charge": 0,
  "multiplicity": 1,
  "elements": ["C", "C", "C", "C", "H", "H", "H", "H", "H", "H", "H", "H", "H", "H", "N", "N", "N", "N"],
  "coordinates": [[-0.98275, 0.83634, -0.26736], [0.81885, 2.42587, 0.08492], [0.11996, -0.90607, 1.29988], [0.35675, -2.50365, -0.77574], [-1.16469, 0.90729, -1.43643], [-1.78369, 1.35155, 0.29146], [-0.95080, -0.40971, -0.33617], [-0.35270, 3.42943, -0.67976], [0.63895, 2.62687, 1.36407], [2.11171, 2.27645, -0.54360], [0.31196, -1.20666, 2.37743], [-0.92834, -2.55655, 1.14236], [0.70142, -3.77339, -1.00039], [-0.00584, -0.33556, -1.46597], [0.33115, 0.96348, -0.05698], [0.39219, 0.38068, 1.24732], [-0.02423, -2.03234, 0.53867], [0.41011, -1.47405, -1.78370]]
}

Winner for stability: entry i

Entry i
{
  "formula": "C4H10N4",
  "method": "ωB97M-V with the def2-TZVPD basis set",
  "orbital_gap_ha": 0.30155,
  "mol_weight_g_mol": 114.2,
  "charge": 0,
  "multiplicity": 1,
  "elements": ["C", "N", "C", "C", "N", "N", "C", "N", "H", "H", "H", "H", "H", "H", "H", "H", "H", "H"],
  "coordinates": [[2.19562, -0.15778, 0.27545], [0.94130, -0.08905, -0.45053], [-0.17980, 1.12688, -0.37328], [-1.57640, -1.01184, -0.09417], [0.15121, 2.24312, 0.33449], [-1.91465, -0.84170, -1.40655], [-0.45952, -0.12300, 0.34877], [-2.18977, -1.85915, 0.63947], [0.88467, -0.67394, -1.27305], [0.45894, 3.04546, -0.18989], [0.53096, 2.19464, 1.27807], [-2.81641, -1.19890, -1.67847], [-1.65632, 0.06171, -1.78513], [-1.77287, -1.95005, 1.56197], [-0.17366, -0.28414, 1.39747], [2.13435, 0.44592, 1.18262], [2.99798, 0.25218, -0.33736], [2.44438, -1.18035, 0.57012]]
}

Entry ii
{
  "formula": "C4H10N4",
  "method": "ωB97M-V with the def2-TZVPD basis set",
  "orbital_gap_ha": 0.36734,
  "mol_weight_g_mol": 114.2,
  "charge": 0,
  "multiplicity": 1,
  "elements": ["C", "C", "C", "C", "H", "H", "H", "H", "H", "H", "H", "H", "H", "H", "N", "N", "N", "N"],
  "coordinates": [[-2.37902, -0.37598, -0.42095], [0.44607, 1.09354, 0.13258], [1.72663, -0.60237, -0.74464], [2.31959, -0.43225, 0.74723], [-1.88452, 0.28005, -1.28830], [-3.50842, -0.19721, -0.48363], [-2.43335, -1.48495, -0.81202], [-2.08719, 0.08739, 1.60031], [-0.07098, -0.87412, 0.08204], [-0.73565, 2.43715, -0.36854], [0.71682, -1.10431, -0.76996], [2.45399, -0.85844, -1.39798], [3.41481, -0.26498, 0.84616], [1.84684, -0.99733, 1.57563], [-1.68149, 0.25418, 0.77634], [-0.30068, 0.03004, 0.77667], [0.33656, 2.32461, -0.12266], [1.81997, 0.68498, -0.12827]]
}

Entry iii
{
  "formula": "C4H10N4",
  "method": "ωB97M-V with the def2-TZVPD basis set",
  "orbital_gap_ha": 0.35199,
  "mol_weight_g_mol": 114.2,
  "charge": 0,
  "multiplicity": 1,
  "elements": ["C", "C", "C", "C", "H", "H", "H", "H", "H", "H", "H", "H", "H", "H", "N", "N", "N", "N"],
  "coordinates": [[-3.04769, -0.94144, 0.08532], [-1.18455, 0.40350, 0.17071], [1.19472, 0.15161, -0.18013], [2.75169, -1.17403, 0.21475], [-3.16264, -1.69372, -0.72601], [-3.59265, -0.10346, 0.21587], [-3.09121, -1.79350, 0.89871], [-1.89139, 1.29261, 0.42049], [-0.18135, 2.42901, 1.04253], [0.08986, 2.71771, -0.65890], [2.14390, 0.80829, -0.42951], [3.22817, -1.42838, 1.32846], [3.31494, -1.97167, -0.45216], [3.45966, -0.12055, -0.34121], [-1.66063, -0.78680, -0.22698], [0.12987, 0.84583, -0.29826], [0.31491, 2.23780, 0.14717], [1.41552, -0.97884, -0.05651]]
}

Entry iv
{
  "formula": "C4H10N4",
  "method": "ωB97M-V with the def2-TZVPD basis set",
  "orbital_gap_ha": 0.32080,
  "mol_weight_g_mol": 114.2,
  "charge": 0,
  "multiplicity": 1,
  "elements": ["C", "C", "C", "C", "H", "H", "H", "H", "H", "H", "H", "H", "H", "H", "N", "N", "N", "N"],
  "coordinates": [[1.84428, -0.34626, 1.05019], [-0.50387, -1.06700, -1.19037], [-1.18196, -0.76822, -0.05421], [-1.01302, 1.73940, -0.39305], [2.55918, 0.59297, 1.43273], [2.44848, -1.54749, 1.53711], [0.77215, -0.20195, 1.52726], [2.62779, 0.15610, -1.01481], [-1.17640, -1.29686, -2.05284], [-1.80407, -2.56216, 0.61673], [-1.27731, 0.58765, 1.59311], [-0.17803, 1.48824, -1.44647], [-0.29466, 2.83831, 0.02145], [-2.04206, 2.33666, -0.94216], [1.64273, -0.22635, -0.45766], [0.79608, -0.80452, -1.27809], [-2.09659, -1.48146, 0.54506], [-1.12271, 0.56296, 0.50601]]
}

Winner for stability: entry i

Entry i
{
  "formula": "C3H6NO3",
  "method": "ωB97M-V with the def2-TZVPD basis set",
  "orbital_gap_ha": 0.29335,
  "mol_weight_g_mol": 104.1,
  "charge": -1,
  "multiplicity": 1,
  "elements": ["C", "C", "O", "H", "H", "H", "H", "N", "C", "O", "O", "H", "H"],
  "coordinates": [[-0.78443, 1.52776, 1.35039], [0.19659, 0.55837, 1.33110], [0.74429, 0.02723, 2.48195], [-1.27380, 1.75550, 0.43984], [-1.06336, 2.02180, 2.30705], [0.64105, 0.26407, 0.37243], [0.86237, -0.91009, 2.29094], [0.73756, -1.07768, -2.07376], [-0.42533, -0.60298, -1.42302], [-0.80547, 0.57229, -1.66674], [-0.90573, -1.45909, -0.59643], [0.99440, -2.02227, -1.89328], [1.08186, -0.65492, -2.92049]]
}

Entry ii
{
  "formula": "C3H6NO3",
  "method": "ωB97M-V with the def2-TZVPD basis set",
  "orbital_gap_ha": 0.14291,
  "mol_weight_g_mol": 104.1,
  "charge": -1,
  "multiplicity": 1,
  "elements": ["O", "C", "O", "C", "C", "O", "N", "H", "H", "H", "H", "H", "H"],
  "coordinates": [[-0.54018, 2.34672, -0.51366], [0.11732, 1.79238, 0.35925], [1.10044, 2.17033, 0.97363], [-0.40613, 0.28304, 0.68764], [-0.12114, -0.74554, -0.33595], [1.57167, -1.72615, -2.24859], [-1.69833, 0.13069, 1.20064], [-0.34668, 0.26874, 1.83183], [-0.83618, -1.57262, -0.27869], [0.92067, -1.11604, -0.45055], [-0.19173, -0.36208, -1.34734], [-1.94516, 0.67782, 2.03274], [2.37543, -2.14728, -1.91094]]
}

Winner for stability: entry i